Entry 1:
The following is a quantum chemistry calculation of a cluster of 13 separate species, C48H78O39 in total, from OMol25.

Output
HOMO energy	-10.33	eV
lowest unoccupied orbital energy	-0.01	eV
gap between HOMO and LUMO	10.32	eV
relative energy (zero: lowest compared OMol25 entry of this formula, charge and spin)	806.07	kJ/mol

Geometry as ORCA input:
```
! RIJCOSX wB97M-V def2-TZVPD def2/J DEFGRID3
* xyz 0 1
C 0.9587 -0.4940 4.0912
C 1.3482 -1.1968 5.3852
C 0.0745 -1.7516 5.9811
O 0.3761 -3.0962 6.1957
C 1.6046 -3.4162 5.8331
O 2.1331 -4.5192 6.0552
O 2.1455 -2.3269 5.1906
H 0.2418 0.3072 4.2709
H 0.4907 -1.1344 3.3436
H 1.9136 -0.2127 3.6473
H 1.8084 -0.4697 6.0543
H -0.6942 -1.5365 5.2387
H -0.1807 -1.1647 6.8635
C 4.9610 -3.2700 -5.7699
C 4.5400 -1.8633 -5.7305
C 3.2434 -1.5389 -6.3891
O 2.5718 -0.5789 -5.5686
C 2.8813 -0.9561 -4.2677
O 2.4221 -0.5903 -3.1927
O 4.0342 -1.7304 -4.3138
H 5.7993 -3.3503 -5.0778
H 5.3296 -3.6550 -6.7207
H 4.1484 -3.9514 -5.5181
H 5.2865 -1.1212 -6.0135
H 2.6178 -2.3690 -6.7170
H 3.5103 -1.2028 -7.3911
C -3.0394 -1.6052 2.8805
C -3.9120 -0.6828 3.6922
C -4.2616 -1.2246 5.0709
O -4.0525 -0.1516 5.9018
C -3.4483 0.8868 5.3734
O -3.1657 1.9675 5.9354
O -3.1781 0.5024 4.1325
H -2.2242 -2.0600 3.4433
H -2.6719 -1.0910 1.9924
H -3.5638 -2.4968 2.5367
H -4.8234 -0.3208 3.2163
H -3.6476 -2.1058 5.2569
H -5.2840 -1.6020 5.0911
C 4.6719 -2.2023 2.1400
C 5.5787 -3.1206 1.4114
C 5.6508 -4.5071 1.9317
O 5.5026 -5.2482 0.7687
C 5.1142 -4.5003 -0.3539
O 5.1230 -4.8626 -1.5244
O 4.9945 -3.2291 0.0845
H 4.5335 -1.2791 1.5774
H 5.0232 -1.7469 3.0660
H 3.7477 -2.6724 2.4761
H 6.5997 -2.7396 1.3881
H 4.8304 -4.7045 2.6217
H 6.6055 -4.5986 2.4496
C -4.0573 4.4992 -4.3548
C -3.2735 3.2057 -4.6715
C -2.9244 2.3695 -3.4674
O -3.2049 1.1311 -4.0402
C -4.0096 1.1541 -4.9956
O -4.4046 0.1979 -5.5831
O -4.2409 2.3656 -5.2783
H -5.0836 4.2285 -4.1069
H -4.1155 5.1720 -5.2104
H -3.6532 5.0167 -3.4847
H -2.3806 3.3704 -5.2746
H -3.4212 2.3631 -2.4972
H -1.8741 2.3440 -3.1768
C 1.3038 4.1521 6.1458
C 0.8026 4.3635 4.7021
C 1.4456 5.5177 3.9952
O 1.8809 4.9985 2.7999
C 1.8839 3.6531 2.8110
O 2.1731 2.8433 1.9205
O 1.3552 3.2963 3.9412
H 1.1689 5.0918 6.6814
H 2.3734 3.9983 6.2887
H 0.7243 3.4262 6.7162
H -0.2760 4.4619 4.5791
H 2.1133 6.1312 4.6001
H 0.6465 6.2247 3.7721
C 2.3497 0.0565 0.4640
C 0.8233 0.5152 0.2304
C 0.5570 1.0550 -1.1447
O -0.5751 0.2256 -1.6252
C -0.7910 -0.6983 -0.7242
O -1.6913 -1.5392 -0.7738
O 0.0483 -0.5801 0.3613
H 2.6657 -0.7638 -0.1804
H 2.3667 -0.3852 1.4604
H 3.1184 0.8258 0.3907
H 0.5994 1.2147 1.0359
H 1.4389 0.9877 -1.7817
H 0.2130 2.0870 -1.0759
C -5.1869 0.0699 -1.5754
C -6.2370 0.2942 -0.4939
C -7.6935 -0.0208 -1.0723
O -7.9993 -1.3217 -0.5451
C -7.1874 -1.5239 0.4309
O -7.2718 -2.3864 1.2753
O -6.1560 -0.7350 0.4251
H -4.1853 -0.0208 -1.1549
H -5.1859 0.9066 -2.2740
H -5.2603 -0.9070 -2.0532
H -6.2353 1.3254 -0.1405
H -7.6212 -0.0540 -2.1594
H -8.4679 0.6681 -0.7348
C -4.5061 -4.2100 -1.2982
C -4.2016 -5.2946 -0.2545
C -2.9553 -5.0899 0.6660
O -3.3878 -5.2623 1.9538
C -4.6688 -5.2113 2.0657
O -5.2884 -5.1579 3.1226
O -5.2590 -5.2389 0.7523
H -5.4973 -4.5070 -1.6410
H -3.8598 -4.1211 -2.1714
H -4.5939 -3.2322 -0.8247
H -4.0772 -6.2662 -0.7325
H -2.5186 -4.1029 0.5130
H -2.2840 -5.8935 0.3634
C 1.4234 -3.4512 -1.5767
O 1.9981 -4.3892 -0.5704
C 1.4500 -4.6913 0.5919
O 0.2286 -4.6627 0.8031
O 2.3539 -5.1636 1.4182
C 2.0417 -5.5464 2.7270
H 1.8693 -3.5744 -2.5636
H 1.4482 -2.4264 -1.2062
H 0.3791 -3.7494 -1.6696
H 1.0955 -5.1365 3.0803
H 2.8236 -5.3311 3.4552
H 1.6244 -6.5526 2.7670
C 6.2817 0.3416 -2.6311
O 5.4019 1.1819 -1.7547
C 4.7704 2.3276 -2.1396
O 4.8958 2.9564 -3.1788
O 3.9584 2.6783 -1.0345
C 3.1791 3.8534 -0.9425
H 6.1170 0.3694 -3.7082
H 5.9921 -0.6656 -2.3315
H 7.3001 0.5678 -2.3152
H 2.7859 4.1269 -1.9216
H 3.7548 4.6822 -0.5303
H 2.3258 3.7949 -0.2668
C -0.6784 6.5126 0.1223
O -0.7310 5.1199 0.0155
C -1.1679 4.3861 1.0832
O -1.5466 4.7867 2.1476
O -1.2476 3.0947 0.6950
C -2.0253 2.1165 1.4156
H 0.0546 7.0503 -0.4791
H -0.4631 6.8843 1.1241
H -1.6390 6.9816 -0.0909
H -2.9053 1.7749 0.8704
H -2.5554 2.4418 2.3107
H -1.5368 1.2595 1.8793
C -0.1813 5.6268 -4.5542
O 1.2992 5.5849 -4.4492
C 1.9830 4.4165 -4.4387
O 3.1914 4.3410 -4.5494
O 1.1115 3.4185 -4.5596
C 1.5413 2.1455 -4.7056
H -0.6956 4.8625 -3.9716
H -0.3671 5.3032 -5.5784
H -0.6903 6.5779 -4.3978
H 0.8304 1.3416 -4.8966
H 2.0943 1.6472 -3.9094
H 2.2678 2.0864 -5.5161
*
```

Löwdin atomic charge list, values in e, 99 entries: C -0.0144; C -0.3372; C -0.1088; O 0.1034; C -0.4904; O 0.1102; O 0.0841; H 0.0950; H 0.0902; H 0.0794; H 0.1557; H 0.1076; H 0.1439; C -0.0304; C -0.2850; C -0.1313; O 0.0582; C -0.4427; O 0.1197; O 0.0336; H 0.0988; H 0.0941; H 0.1016; H 0.1583; H 0.1411; H 0.1389; C 0.0119; C -0.2552; C -0.1134; O 0.0907; C -0.5437; O 0.0938; O 0.0545; H 0.0842; H 0.0767; H 0.0881; H 0.1556; H 0.1361; H 0.1474; C -0.0237; C -0.3158; C -0.1360; O 0.0503; C -0.4721; O 0.1264; O 0.0742; H 0.0782; H 0.0937; H 0.0868; H 0.1565; H 0.1155; H 0.1427; C -0.0043; C -0.2688; C -0.0822; O 0.0965; C -0.7413; O 0.1682; O 0.1255; H 0.0896; H 0.0832; H 0.0788; H 0.1556; H 0.1319; H 0.1310; C -0.0075; C -0.2745; C -0.1427; O 0.0887; C -0.5192; O 0.1164; O 0.0923; H 0.0812; H 0.0921; H 0.0828; H 0.1545; H 0.1400; H 0.1315; C 0.0158; C -0.3481; C -0.0311; O 0.0950; C -0.5454; O 0.0940; O 0.0646; H 0.0722; H 0.0462; H 0.0687; H 0.1135; H 0.1023; H 0.1210; C -0.0125; C -0.2892; C -0.0401; O 0.1161; C -0.6571; O 0.1470; O 0.0868; H 0.0772

=====

Entry 2:
The following is a quantum chemistry calculation of a structure of composition C51H54BrCl5Ge2O3S4Ti, from OMol25.

Output
HOMO energy (alpha / beta)	-2.48 / -2.47	eV
lowest unoccupied orbital energy (alpha / beta)	3.58 / 3.13	eV
gap between HOMO and LUMO (alpha / beta)	6.05 / 5.60	eV
relative energy (zero: lowest compared OMol25 entry of this formula, charge and spin)	0.00	kJ/mol

Geometry as ORCA input:
```
! RIJCOSX wB97M-V def2-TZVPD def2/J DEFGRID3
* xyz -2 3
Ti 2.3559 1.0242 2.3238
Cl 2.6794 1.4287 5.2012
C 4.3941 1.9332 5.4519
Cl 4.4443 3.0339 6.8836
H 4.7629 2.4706 4.5783
H 5.0177 1.1001 5.7171
C 0.7444 -5.1636 3.5826
C -0.4172 -4.2079 3.4037
C -0.5433 -3.1099 4.2490
C -1.5414 -2.1599 4.0296
C -1.7274 -1.0710 5.0746
C -2.4125 -2.2568 2.9056
C -2.3109 -3.3947 2.0734
C -3.2314 -3.5856 0.8556
C -1.3066 -4.3129 2.3374
C -3.4078 -1.1906 2.5283
C -4.7064 -1.2900 3.0219
C -5.6630 -0.3795 2.6220
C -5.3102 0.6432 1.7388
C -4.0017 0.7525 1.2673
C -3.0339 -0.2007 1.6157
Ge -1.1136 0.0428 1.0979
S -0.1235 0.7872 2.8486
S -0.9341 1.2680 -0.8034
Ge 0.9714 0.0278 -1.0275
S 2.7754 0.6237 0.0123
S -0.0055 -1.7324 0.1380
C 1.4008 -0.1170 -2.9412
C 1.8018 1.0022 -3.6769
C 2.1498 0.9240 -5.0184
C 2.0856 -0.2625 -5.6744
C 1.7277 -1.4015 -4.9531
C 1.3607 -1.3263 -3.6200
C 0.8594 -2.5586 -2.9957
C 1.7784 -3.4171 -2.3595
C 3.2351 -2.9952 -2.1923
C 1.3161 -4.6198 -1.8202
C -0.0121 -5.0019 -1.8934
C -0.4963 -6.2549 -1.1952
C -0.9104 -4.1323 -2.5046
C -0.4815 -2.9194 -3.0143
C -1.5064 -1.9457 -3.5342
C 1.9157 2.3656 -3.0773
C 3.1338 2.7558 -2.4884
C 4.4003 1.9670 -2.6861
C 3.1561 3.9726 -1.7891
C 2.0129 4.7744 -1.6754
C 1.9925 5.9761 -0.7658
C 0.8906 4.3779 -2.3667
C 0.8031 3.1771 -3.0513
C -0.4754 2.9377 -3.8391
C -3.7332 1.9684 0.4012
C -3.1725 3.1231 0.9232
C -2.7824 3.1515 2.4008
C -3.0449 4.2607 0.1389
C -3.4699 4.2583 -1.1937
C -3.2400 5.4605 -2.0678
C -4.0271 3.1101 -1.6905
C -4.1713 1.9394 -0.9379
C -4.7712 0.6733 -1.5079
H 0.7571 -5.5944 4.5761
H 1.6855 -4.6175 3.4621
H 0.7151 -5.9703 2.8559
H 0.1453 -2.9305 5.1058
H -0.7409 -0.6837 5.3440
H -2.2057 -1.4843 5.9684
H -2.3393 -0.2254 4.6908
H -2.8506 -2.9660 0.0586
H -4.2271 -3.2998 1.1487
H -3.0994 -4.6310 0.5496
H -1.2138 -5.1974 1.7277
H -4.9457 -2.1017 3.7494
H -6.6831 -0.4918 3.0032
H -6.0482 1.3745 1.3822
H 2.4580 1.8137 -5.5429
H 2.3514 -0.3345 -6.7259
H 1.6795 -2.3722 -5.4247
H 3.6855 -2.4924 -3.0490
H 3.8032 -3.8957 -1.9786
H 3.3702 -2.3442 -1.3556
H 2.0230 -5.1629 -1.2238
H -0.5451 -6.0683 -0.1011
H 0.1965 -7.1077 -1.3634
H -1.4547 -6.5518 -1.5859
H -1.9704 -4.3761 -2.5378
H -2.4615 -2.4242 -3.7232
H -1.2037 -1.4647 -4.4332
H -1.6732 -1.1724 -2.7830
H 4.2333 0.9098 -2.7819
H 5.0696 2.0912 -1.8305
H 4.8295 2.3759 -3.6009
H 4.0825 4.2311 -1.3345
H 1.1326 6.6338 -0.9870
H 2.8794 6.5777 -0.9297
H 1.9577 5.6436 0.2612
H 0.0108 5.0395 -2.3284
H -1.3897 3.1615 -3.2635
H -0.4957 1.8959 -4.1177
H -0.4052 3.5725 -4.7397
H -3.6249 3.0068 3.0692
H -2.2959 4.0698 2.7025
H -2.0833 2.3222 2.6361
H -2.6230 5.1028 0.6250
H -3.6038 6.3846 -1.5533
H -3.8244 5.4307 -2.9950
H -2.1794 5.5533 -2.2973
H -4.2736 3.0310 -2.7843
H -5.0201 0.8206 -2.5598
H -5.7011 0.3525 -0.9782
H -4.0804 -0.1653 -1.4718
O 2.3667 -1.0120 2.6254
H 3.2682 -1.4070 2.3483
H 1.6776 -1.3553 2.0667
Br 2.4613 3.4625 2.4822
Cl 7.1262 1.5492 1.8808
C 6.5526 -0.0707 1.9363
Cl 7.6569 -1.2336 1.3113
Cl 6.7306 -0.3553 7.0672
C 5.1259 -0.3085 2.1531
O 4.7684 -1.5337 2.0982
O 4.3820 0.6918 2.4348
*
```

Löwdin atomic charge list, values in e, 99 entries: Ti 0.1162; Cl 0.5000; C -0.9259; Cl 0.4467; H 0.0144; H -0.0855; C -0.0429; C -0.2611; C -0.0096; C -0.2221; C -0.0795; C -0.1437; C -0.2275; C -0.0168; C -0.0422; C -0.2281; C -0.0499; C -0.0779; C -0.0425; C -0.2058; C -0.1931; Ge 0.0633; S 0.2462; S 0.3450; Ge 0.1181; S 0.3217; S 0.3173; C -0.2034; C -0.2152; C -0.0469; C -0.0701; C -0.0285; C -0.2392; C -0.1902; C -0.1990; C -0.0125; C -0.0226; C -0.2721; C -0.0487; C -0.0283; C -0.2426; C -0.0219; C -0.1675; C -0.2403; C -0.0565; C 0.0035; C -0.2550; C -0.0490; C -0.0247; C -0.2460; C -0.0376; C -0.2023; C -0.2233; C -0.0299; C -0.0009; C -0.2877; C -0.0568; C -0.0432; C -0.2421; C -0.0346; H 0.0709; H 0.0862; H 0.0646; H 0.1408; H 0.0572; H 0.0782; H 0.0711; H 0.0548; H 0.0668; H 0.0746; H 0.0842; H 0.1328; H 0.0993; H 0.1243; H 0.1216; H 0.1007; H 0.1177; H 0.0810; H 0.0735; H 0.0622; H 0.1125; H 0.0652; H 0.0819; H 0.0612; H 0.1143; H 0.0738; H 0.0666; H 0.0632; H 0.0587; H 0.0785; H 0.0849; H 0.1103; H 0.0761; H 0.0697; H 0.0387; H 0.1049; H 0.0588; H 0.0611; H 0.0901

=====

Entry 3:
The following is a quantum chemistry calculation of a cluster of 7 separate species, H14O7 in total, from OMol25.

Output
HOMO energy	-10.69	eV
lowest unoccupied orbital energy	0.12	eV
gap between HOMO and LUMO	10.81	eV
relative energy (zero: lowest compared OMol25 entry of this formula, charge and spin)	365.48	kJ/mol
structure (SMILES)	O.O.O.O.O.O.O

Geometry as ORCA input:
```
! RIJCOSX wB97M-V def2-TZVPD def2/J DEFGRID3
* xyz 0 1
O 33.7000 6.8330 37.7280
H 33.4090 6.5310 38.4600
H 34.4650 7.2340 38.0620
O 33.2310 9.9920 36.0600
H 32.8000 9.1870 35.8000
H 32.5320 10.5730 35.4880
O 35.1760 6.0140 35.3830
H 35.8530 5.3020 35.5200
H 34.8160 5.9970 36.2580
O 32.3430 7.3910 35.4410
H 32.8220 6.8230 34.9970
H 32.6170 7.0610 36.3630
O 29.8100 6.1170 35.0110
H 30.6120 6.7260 35.1340
H 29.3810 6.4510 34.1290
O 32.2550 4.1910 33.7910
H 32.4520 3.8590 34.6740
H 31.3570 3.5210 33.5500
O 30.0370 5.7940 38.0320
H 30.3210 5.7030 37.0910
H 29.4710 4.9580 38.2630
*
```

natural (NBO) atomic charges, in units of e: O -0.9170; H 0.4661; H 0.4853; O -0.9468; H 0.4814; H 0.4518; O -0.9400; H 0.4652; H 0.4677; O -0.9636; H 0.4755; H 0.4988; O -1.0020; H 0.5011; H 0.4781; O -0.9299; H 0.4617; H 0.4685; O -0.9666; H 0.4898; H 0.4749